(1)
DFT (the ωB97M-V functional and the def2-TZVPD basis) results for NO3Tl as an isolated structure in a non-equilibrium geometry.

Structure (XYZ):
```
5
Properties=species:S:1:pos:R:3:forces:R:3
Tl 1.36159 0.49028 1.94626 1.626 -0.172 3.990
N -0.40696 -0.07304 -0.52641 -1.440 -4.250 -0.199
O 0.41007 0.56444 0.18299 0.751 2.588 -3.463
O -0.04495 -0.36331 -1.63261 -0.156 1.359 -0.189
O -1.31975 -0.61837 0.02977 -0.780 0.476 -0.138
```
Forces are in eV/Å.

Summary:
net charge	+2
ΔE to the lowest compared entry with this formula, charge and spin	67.2	kcal per mole
HOMO level	-22.83	eV
F_max	4.5	eV Å⁻¹
E_LUMO	-17.800	eV
E	-451.78881	hartree

The Löwdin scheme yields these atomic charges, measured in e: atom 1 (Tl): 1.67, atom 2 (N): -0.45, atom 3 (O): -0.08, atom 4 (O): 0.48, atom 5 (O): 0.38

---

(2)
DFT (the ωB97M-V functional and the def2-TZVPD basis) results for C17H25NPb as an isolated structure in a non-equilibrium geometry.

Structure (XYZ):
```
44
Properties=species:S:1:pos:R:3:forces:R:3
C -1.12696 -1.09330 -2.52476 -0.852 -0.728 -0.455
C 1.55134 -0.14913 -3.21451 1.379 1.936 -1.380
C -1.47228 0.29504 -2.83538 -0.385 1.023 2.114
H -1.80651 -1.87933 -2.18526 -1.622 -0.055 -1.174
C 1.23343 1.17305 -2.95782 1.550 -1.519 -3.221
H 2.44168 -0.61029 -2.72863 -0.999 0.421 0.041
H -2.17039 0.81302 -2.15974 -0.079 -0.510 -0.354
H 1.77538 1.70995 -2.16472 0.145 0.012 -0.995
C -1.07492 1.06816 -4.02655 0.216 0.506 -0.384
H -1.88950 1.75883 -4.25812 0.133 0.167 -0.108
H -0.98424 0.44236 -4.91256 -0.027 0.066 -0.079
C -0.31713 -1.82023 -3.67830 0.416 -0.062 1.341
H -0.99610 -2.12113 -4.50536 0.001 0.561 0.685
H 0.03766 -2.77671 -3.27597 0.081 0.098 0.017
C 0.88050 -1.03809 -4.23678 0.854 -0.141 -0.629
H 0.64292 -0.51737 -5.17742 -0.067 0.062 0.549
H 1.65147 -1.75420 -4.56772 -0.257 0.019 0.208
C 0.24982 1.90281 -3.82917 -1.126 0.403 -0.518
H 0.67204 2.09211 -4.82819 0.266 0.022 0.173
H -0.03309 2.90960 -3.44865 0.294 -0.716 0.140
Pb 0.44684 0.29192 -0.87925 -0.366 0.482 2.568
H -0.97603 -1.03859 -1.34928 1.481 -1.300 -0.591
C 1.97200 -2.45886 0.62054 -0.809 0.591 0.158
N 0.88732 -1.48045 0.86037 0.202 0.126 0.938
C -0.43412 -2.06215 1.17049 0.493 0.099 0.272
C 1.30298 -0.56488 1.98682 0.054 -1.696 -1.209
C 0.34027 0.55088 2.16134 0.208 0.362 1.642
C 0.14520 0.92742 3.48321 -0.097 0.037 0.424
C -0.79478 1.88930 3.81402 -0.041 0.080 -0.643
C -1.48012 2.48674 2.74717 -0.345 0.680 0.119
C -1.23092 2.17390 1.39816 0.213 0.057 2.253
C -0.31770 1.18511 1.14082 -0.561 -0.545 -1.490
H 1.79440 -3.04946 -0.28712 -0.061 0.110 0.266
H 2.02831 -3.09719 1.50163 0.266 -0.445 0.015
H 2.92163 -1.91335 0.52113 -0.311 -0.163 -0.082
H -0.32272 -2.69414 2.05544 -0.264 -0.331 0.091
H -1.16422 -1.26750 1.41993 0.512 -0.364 -0.247
H -0.82472 -2.64630 0.33297 0.189 -0.015 0.062
H 1.31371 -1.21055 2.88040 0.295 0.390 0.116
H 2.32969 -0.22387 1.77082 -0.307 -0.083 0.061
H 0.73341 0.42224 4.24086 -0.121 0.055 0.231
H -0.98033 2.15465 4.86059 -0.022 -0.008 -0.525
H -2.21570 3.24748 2.98578 -0.074 0.026 -0.020
H -1.72191 2.69752 0.60946 -0.454 0.290 -0.379
```
Forces are in eV/Å.

Summary:
ΔE to the lowest compared entry with this formula, charge and spin	105.2	kcal per mole
HOMO level (spin up / spin down)	-5.74 / -5.75	eV
F_max	3.9	eV Å⁻¹
E_LUMO (spin up / spin down)	0.342 / 0.342	eV
E	-910.06485	hartree

The Löwdin scheme yields these atomic charges, measured in e: atom 1 (C): -0.34, atom 2 (C): -0.24, atom 3 (C): -0.27, atom 4 (H): 0.09, atom 5 (C): -0.33, atom 6 (H): 0.10, atom 7 (H): 0.07, atom 8 (H): 0.06, atom 9 (C): -0.25, atom 10 (H): 0.10, atom 11 (H): 0.08, atom 12 (C): -0.15, atom 13 (H): 0.13, atom 14 (H): 0.10, atom 15 (C): -0.21, atom 16 (H): 0.10, atom 17 (H): 0.11, atom 18 (C): -0.18, atom 19 (H): 0.11, atom 20 (H): 0.11, atom 21 (Pb): 1.44, atom 22 (H): 0.02, atom 23 (C): -0.09, atom 24 (N): -0.42, atom 25 (C): -0.10, atom 26 (C): -0.20, atom 27 (C): -0.34, atom 28 (C): -0.06, atom 29 (C): -0.08, atom 30 (C): -0.09, atom 31 (C): -0.13, atom 32 (C): -0.29, atom 33 (H): 0.09, atom 34 (H): 0.08, atom 35 (H): 0.08, atom 36 (H): 0.09, atom 37 (H): 0.09, atom 38 (H): 0.08, atom 39 (H): 0.12, atom 40 (H): 0.12, atom 41 (H): 0.11, atom 42 (H): 0.10, atom 43 (H): 0.09, atom 44 (H): 0.08

---

(3)
DFT (the ωB97M-V functional and the def2-TZVPD basis) results for a 2-piece molecular cluster, C3H10S2 overall in a non-equilibrium geometry.

Structure (XYZ):
```
15
Properties=species:S:1:pos:R:3:forces:R:3
C -5.75131 2.68422 2.40759 -1.870 1.662 -1.508
S -6.59706 1.84031 3.76629 1.003 -0.226 -0.277
H -5.67664 3.76466 2.60000 0.708 -0.401 0.424
H -6.55115 2.75605 1.65200 0.060 -0.341 -0.004
H -4.91531 2.32280 1.80564 0.185 -0.538 0.930
H -5.45167 1.58251 4.40065 -0.084 -0.158 0.434
C 3.42522 -0.91760 -1.18252 0.112 -0.863 -0.106
C 3.90550 -1.81159 -2.34170 -0.934 0.992 -0.123
S 4.34036 -3.51893 -1.91703 0.023 0.622 -0.061
H 2.37331 -1.10219 -0.98464 -0.349 0.461 -0.153
H 3.89346 -1.24639 -0.27750 0.624 -0.040 0.628
H 3.69402 0.13554 -1.33187 -0.421 -0.117 -0.133
H 4.70220 -1.26558 -2.84428 0.635 -0.485 0.042
H 3.12265 -1.82151 -3.10062 -0.114 -0.130 0.001
H 5.48644 -3.40231 -2.65202 0.422 -0.437 -0.094
```
Forces are in eV/Å.

Summary:
net charge	-1
ΔE to the lowest compared entry with this formula, charge and spin	52.4	kcal per mole
HOMO level (spin up / spin down)	1.22 / -4.98	eV
F_max	2.9	eV Å⁻¹
E_LUMO (spin up / spin down)	2.195 / 2.278	eV
E	-916.58238	hartree
multiplicity	2

The Löwdin scheme yields these atomic charges, measured in e: atom 1 (C): -0.54, atom 2 (S): 0.56, atom 3 (H): 0.02, atom 4 (H): 0.01, atom 5 (H): 0.04, atom 6 (H): -0.17, atom 7 (C): -0.28, atom 8 (C): -0.82, atom 9 (S): 0.28, atom 10 (H): 0.05, atom 11 (H): 0.03, atom 12 (H): 0.05, atom 13 (H): 0.01, atom 14 (H): 0.03, atom 15 (H): -0.24